Arrangement w

DFT (wB97M-V/def2-TZVPD) results for 2 unconnected molecules or ions with the total composition C3H6NO2.

The geometry in XYZ format:
```
12
C3H6NO2 wB97M-V/def2-TZVPD
C -1.086 -0.801 -0.136
C -0.214 -1.558 1.960
N -0.919 -1.715 0.933
H -0.328 -0.045 -0.409
H -1.207 -1.328 -1.097
H -1.985 -0.179 0.091
H -0.192 -2.258 2.792
H 0.659 -0.861 1.801
O 1.183 2.063 -2.739
C 1.276 2.167 -1.489
O 0.483 2.117 -0.534
H 2.329 2.397 -1.173
```

Results
* E_HOMO: -3.78 eV
* 2S+1: 1
* LUMO level: 3.81 eV
* charge: -1

These are the natural (NBO) partial charges, in e, on atoms 1 to 6: C -0.4793; C -0.0829; N -0.4000; H 0.2468; H 0.1921; H 0.2129

=====

Arrangement x

DFT (wB97M-V/def2-TZVPD) results for 2 unconnected molecules or ions with the total composition C3H6NO2.

The geometry in XYZ format:
```
12
C3H6NO2 wB97M-V/def2-TZVPD
C -0.558 -0.370 -1.730
C -0.801 -0.050 -0.450
N -2.056 0.300 0.105
H -1.422 -0.687 -2.321
H 0.305 0.058 -2.206
H 0.023 0.223 0.215
H -2.706 -0.358 -0.342
H -2.123 0.104 1.101
O 1.424 0.483 2.209
C 2.332 0.215 1.390
O 2.395 0.451 0.171
H 3.187 -0.369 1.857
```

Results
* E_HOMO: -4.00 eV
* 2S+1: 1
* LUMO level: 4.14 eV
* charge: -1

These are the natural (NBO) partial charges, in e, on atoms 1 to 6: C -0.5658; C 0.0227; N -0.8031; H 0.1505; H 0.2263; H 0.2491

=====

Which of them is most stable? Easy: arrangement x.

=====

Arrangement w

DFT (wB97M-V/def2-TZVPD) results for a gas-phase ion, C3H6NO2 (charge -1).

The geometry in XYZ format:
```
12
C3H6NO2 wB97M-V/def2-TZVPD
C -0.300 1.301 0.872
N 0.627 0.092 0.877
C -0.076 -0.948 0.141
C 0.191 -0.974 -1.459
O 0.266 -2.114 -1.971
O 0.415 0.167 -1.944
H -0.196 1.767 -0.050
H -0.112 2.031 1.651
H -1.448 1.151 0.853
H 1.487 0.308 0.204
H -1.196 -0.894 0.324
H 0.343 -1.887 0.504
```

Results
* E_HOMO: -3.66 eV
* 2S+1: 1
* LUMO level: 4.30 eV
* charge: -1
* structure (SMILES): CNCC(=O)[O-]

These are the natural (NBO) partial charges, in e, on atoms 1 to 6: C -0.4317; N -0.6520; C -0.3566; C 0.7517; O -0.7777; O -0.8064

=====

Arrangement x

DFT (wB97M-V/def2-TZVPD) results for 2 unconnected molecules or ions with the total composition C3H6NO2.

The geometry in XYZ format:
```
12
C3H6NO2 wB97M-V/def2-TZVPD
O -0.101 0.213 -1.754
C -1.342 0.470 -1.693
O -1.926 1.155 -0.849
H -1.878 0.059 -2.579
C 1.838 -1.564 1.651
C 0.911 -0.592 1.766
N 0.635 0.358 0.823
H 2.521 -1.614 0.814
H 1.812 -2.343 2.402
H 0.262 -0.664 2.639
H 0.508 0.074 -0.176
H -0.089 1.025 1.027
```

Results
* E_HOMO: -4.06 eV
* 2S+1: 1
* LUMO level: 4.29 eV
* charge: -1

These are the natural (NBO) partial charges, in e, on atoms 1 to 6: O -0.8081; C 0.6310; O -0.7646; H 0.0083; C -0.5922; C 0.0420

=====

Arrangement y

DFT (wB97M-V/def2-TZVPD) results for a gas-phase ion, C3H6NO2 (charge -1).

The geometry in XYZ format:
```
12
C3H6NO2 wB97M-V/def2-TZVPD
C 0.014 0.818 -0.002
N 1.027 -0.177 -0.050
C 1.123 -1.174 1.029
O 0.197 -1.169 1.872
O 2.118 -1.930 0.916
C -1.339 0.455 -0.735
H -0.309 0.918 1.032
H 0.404 1.723 -0.483
H 1.647 -0.349 -0.813
H -2.205 1.049 -0.447
H -1.580 -0.591 -0.516
H -1.099 0.427 -1.803
```

Results
* E_HOMO: -3.83 eV
* 2S+1: 1
* LUMO level: 4.25 eV
* charge: -1
* structure (SMILES): CCNC(=O)[O-]

These are the natural (NBO) partial charges, in e, on atoms 1 to 6: C -0.2083; N -0.7358; C 0.8717; O -0.8073; O -0.8112; C -0.6354

=====

Arrangement z

DFT (wB97M-V/def2-TZVPD) results for a gas-phase ion, C3H6NO2 (charge -1).

The geometry in XYZ format:
```
12
C3H6NO2 wB97M-V/def2-TZVPD
C -0.653 -0.139 0.470
C 0.512 -0.115 -0.492
C 1.926 -0.146 0.133
O 2.025 0.323 1.290
O 2.826 -0.455 -0.669
N -1.998 -0.110 -0.150
H -0.550 -0.954 1.199
H -0.485 0.769 1.099
H 0.327 -1.015 -1.096
H 0.435 0.863 -0.996
H -1.774 0.366 -1.036
H -2.591 0.613 0.246
```

Results
* E_HOMO: -4.03 eV
* 2S+1: 1
* LUMO level: 4.18 eV
* charge: -1
* structure (SMILES): NCCC(=O)[O-]

These are the natural (NBO) partial charges, in e, on atoms 1 to 6: C -0.2223; C -0.5285; C 0.7604; O -0.7906; O -0.7780; N -0.8433

=====

Which of them is most stable? Easy: arrangement y.

=====

Arrangement w

DFT (wB97M-V/def2-TZVPD) results for 2 unconnected molecules or ions with the total composition C4H10ClISi.

The geometry in XYZ format:
```
17
C4H10ClISi wB97M-V/def2-TZVPD
C -0.456 2.022 -1.109
C -0.044 -0.625 2.735
C -0.572 0.742 -1.930
C 0.976 -1.469 2.070
Si 0.397 -0.885 -1.616
Cl 2.070 -0.742 -2.852
I -1.033 -2.743 -2.292
H -1.015 2.165 -0.192
H 0.654 1.999 -0.778
H -0.628 2.905 -1.662
H 0.250 0.298 2.959
H -0.873 -0.611 2.162
H -0.327 -1.058 3.697
H -0.367 0.987 -3.112
H -1.740 0.648 -1.827
H 0.873 -2.590 2.077
H 1.837 -1.042 1.671
```

Results
* E_HOMO (alpha / beta): -8.18 / -8.01 eV
* 2S+1: 1
* LUMO level (alpha / beta): -1.45 / 0.42 eV

These are the natural (NBO) partial charges, in e, on atoms 1 to 6: C -0.6106; C -0.6787; C -0.9427; C -0.2788; Si 1.0110; Cl -0.4040

=====

Arrangement x

DFT (wB97M-V/def2-TZVPD) results for a single C4H10ClISi molecule.

The geometry in XYZ format:
```
17
C4H10ClISi wB97M-V/def2-TZVPD
C -0.019 -0.063 1.965
C -1.267 -1.082 -0.703
C -0.549 1.895 -0.685
C 1.469 -0.383 -0.589
Si -0.171 0.215 0.140
Cl 1.652 -2.407 -0.086
I 3.280 0.552 0.074
H -0.486 0.582 2.706
H -0.326 -1.086 2.307
H 0.952 -0.207 2.311
H -2.209 -0.738 -1.053
H -0.744 -1.328 -1.661
H -1.301 -1.997 -0.201
H -1.076 2.646 -0.197
H 0.368 2.159 -1.091
H -1.171 1.633 -1.547
H 1.598 -0.392 -1.691
```

Results
* E_HOMO: -9.64 eV
* 2S+1: 1
* LUMO level: -0.10 eV
* structure (SMILES): C[Si](C)(C)[C@H](Cl)I

These are the natural (NBO) partial charges, in e, on atoms 1 to 6: C -1.1566; C -1.0896; C -1.0687; C -0.6950; Si 1.6053; Cl -0.1901

=====

Which of them is most stable? Easy: arrangement x.